Computed, not measured: 11 unconnected molecules or ions with the total composition C58H63FIN11OPS in a non-equilibrium geometry, with ωB97M-V/def2-TZVPD.

```
137
Properties=species:S:1:pos:R:3:forces:R:3
C -0.00465 3.39453 -1.31674 0.02 0.22 0.01
C -0.88629 2.42617 -1.08067 -0.17 0.22 0.50
C -0.56017 1.39978 -0.00503 -0.29 -0.01 -0.14
S 1.10890 0.79618 -0.49303 0.29 -0.16 0.32
C 0.75202 -0.81600 -0.06038 -0.36 0.07 0.05
C 1.74377 -1.91643 -0.01951 0.06 -0.06 -0.17
C 2.73016 -1.88657 -1.20187 0.15 0.04 -0.03
C 4.03136 -1.15452 -0.91308 0.01 0.10 0.01
F 4.95411 -2.04918 -0.34620 -0.36 0.45 -0.17
N -0.51337 -0.99944 0.18787 0.04 -0.17 -0.07
C -1.42759 0.12488 0.01675 -0.28 0.30 0.08
P -2.70580 0.25757 1.39727 0.11 -0.04 0.21
O -1.85586 -0.71687 2.41902 -0.13 0.15 0.10
I -4.32876 -1.28803 0.42626 0.06 -0.29 -0.05
H 0.62450 3.76022 -0.50559 0.65 -0.63 -0.29
H 0.17662 3.82543 -2.29492 -0.86 0.67 0.19
H -1.82938 2.34401 -1.61270 0.42 -0.58 -0.58
H -0.50395 1.81719 1.00737 0.18 0.08 -0.13
H 2.28743 -1.82241 0.92588 -0.03 -0.09 0.03
H 1.21778 -2.87083 0.00546 0.01 0.01 0.14
H 2.96929 -2.92314 -1.44792 -0.01 0.07 -0.05
H 2.25624 -1.46193 -2.09359 0.02 -0.03 0.10
H 4.45934 -0.72415 -1.82165 0.15 -0.27 0.05
H 3.89232 -0.32569 -0.20634 0.07 -0.17 0.03
H -0.86926 -1.91155 0.45165 0.03 0.01 0.02
H -2.00074 -0.02431 -0.90417 0.27 0.18 -0.08
H -2.19816 -0.65351 3.32167 0.08 -0.03 -0.05
N -8.43124 1.33267 0.39236 0.02 0.03 0.02
C -8.84927 2.56510 0.11053 0.00 0.02 0.01
C -8.17340 3.43311 -0.73653 0.00 0.03 -0.05
C -7.00054 2.99229 -1.32835 -0.04 -0.01 -0.06
C -6.55296 1.71052 -1.04531 -0.05 0.03 0.00
C -7.30106 0.92675 -0.17884 0.14 0.01 -0.03
H -9.76751 2.88045 0.59549 -0.01 0.01 -0.02
H -8.56223 4.42764 -0.91386 -0.01 0.04 0.05
H -6.44103 3.64181 -1.98989 0.00 -0.01 -0.01
H -5.63686 1.32659 -1.47529 -0.01 -0.01 -0.01
H -6.95095 -0.06562 0.08324 -0.20 0.03 -0.03
N 2.20050 -4.53266 1.98753 -0.01 0.04 -0.05
C 2.00719 -5.37941 2.99985 0.01 0.03 -0.05
C 2.99448 -6.21639 3.49400 0.02 -0.01 0.00
C 4.25171 -6.17859 2.91100 0.04 -0.05 0.01
C 4.46802 -5.30511 1.85720 -0.01 -0.02 0.04
C 3.41649 -4.50863 1.43608 -0.18 -0.09 0.17
H 1.01371 -5.38687 3.43476 0.00 0.00 0.00
H 2.77993 -6.88271 4.31817 -0.01 0.00 0.00
H 5.04760 -6.82166 3.26606 0.00 -0.01 -0.02
H 5.43045 -5.23961 1.36946 0.00 0.01 -0.01
H 3.55354 -3.81575 0.62180 0.11 0.03 -0.15
N 6.75120 1.88928 -2.24032 -0.02 -0.01 -0.02
C 6.91482 1.04956 -1.22020 -0.07 0.02 0.00
C 8.10780 0.40949 -0.92575 0.01 0.01 -0.02
C 9.20516 0.65574 -1.73701 0.03 -0.02 0.00
C 9.05200 1.53038 -2.80145 0.00 0.00 0.01
C 7.81313 2.11855 -3.01064 0.00 -0.01 0.00
H 6.03417 0.88665 -0.60759 0.06 -0.03 0.07
H 8.17373 -0.26562 -0.08332 -0.01 0.00 0.00
H 10.15655 0.17800 -1.53508 0.00 0.00 0.03
H 9.87808 1.75554 -3.46217 0.00 0.01 0.00
H 7.66384 2.80763 -3.83445 0.01 0.00 -0.01
N 12.25492 -0.37740 -0.14228 -0.04 0.03 -0.03
C 12.20420 -0.02675 1.14111 0.00 0.00 0.00
C 13.28361 0.49592 1.83680 0.01 0.00 0.00
C 14.48377 0.66329 1.16499 -0.01 0.00 0.00
C 14.55196 0.30149 -0.17054 0.00 0.00 0.01
C 13.41434 -0.21096 -0.77562 0.00 -0.01 0.00
H 11.25116 -0.17296 1.63790 0.00 0.01 0.01
H 13.18191 0.76345 2.87950 -0.01 0.00 0.00
H 15.34966 1.06729 1.67285 0.00 0.00 0.00
H 15.46681 0.41183 -0.73614 0.00 0.00 -0.01
H 13.43354 -0.50420 -1.81952 0.01 0.00 0.00
N 1.69699 -4.98903 -1.89317 -0.03 0.06 0.02
C 0.41691 -5.06535 -1.53116 -0.01 -0.03 0.05
C -0.61350 -5.36738 -2.40810 0.00 0.01 -0.03
C -0.29964 -5.60271 -3.73830 0.01 0.00 0.02
C 1.02791 -5.53451 -4.12785 -0.01 -0.02 0.00
C 1.98520 -5.22975 -3.17098 0.00 0.01 0.00
H 0.21100 -4.89343 -0.47758 0.01 -0.04 0.00
H -1.63376 -5.42535 -2.05379 0.00 0.00 0.01
H -1.07397 -5.84369 -4.45457 0.00 0.00 0.00
H 1.32220 -5.71907 -5.15165 0.01 0.00 0.00
H 3.03453 -5.17946 -3.44057 0.00 0.02 -0.01
N -1.87902 3.64893 -5.76631 0.01 0.02 -0.01
C -1.23493 2.78965 -4.98361 0.00 -0.06 0.08
C 0.12197 2.51995 -5.07983 -0.02 -0.02 -0.04
C 0.85503 3.17410 -6.05823 -0.01 0.04 0.02
C 0.19746 4.06967 -6.88574 0.02 0.00 0.02
C -1.16310 4.27371 -6.69830 0.00 -0.01 0.00
H -1.83927 2.28191 -4.23751 -0.01 0.00 0.00
H 0.58298 1.80448 -4.41069 0.02 0.01 0.00
H 1.91597 2.99253 -6.17054 0.00 -0.01 -0.01
H 0.72498 4.60484 -7.66306 0.00 0.00 0.00
H -1.70547 4.97048 -7.32699 0.01 0.00 -0.01
N 6.56524 -9.33926 3.12595 -0.05 0.07 0.01
C 6.10750 -9.74917 4.30738 0.01 0.00 0.00
C 5.35581 -10.90166 4.48185 -0.01 0.00 -0.01
C 5.06069 -11.67203 3.36845 0.01 0.01 0.00
C 5.53085 -11.25815 2.13272 0.00 -0.01 0.01
C 6.27624 -10.09026 2.06546 0.00 0.00 0.00
H 6.35864 -9.12442 5.15795 0.00 -0.01 0.01
H 5.01507 -11.18616 5.46792 0.00 0.00 0.00
H 4.47811 -12.57911 3.46270 0.00 0.00 0.00
H 5.32853 -11.82746 1.23595 0.01 0.00 0.00
H 6.66355 -9.74045 1.11493 -0.01 0.00 -0.01
N -3.62867 3.69754 1.10505 0.01 0.04 0.00
C -4.92293 3.94681 1.31613 0.06 -0.07 0.04
C -5.38809 5.07325 1.97860 -0.02 -0.01 0.00
C -4.46835 5.99205 2.45455 -0.02 0.01 0.00
C -3.12111 5.74640 2.24736 0.03 0.00 0.00
C -2.75827 4.59338 1.57016 -0.04 -0.02 -0.03
H -5.62061 3.20921 0.93934 0.00 0.00 0.01
H -6.45144 5.22021 2.11145 -0.01 -0.01 -0.01
H -4.79350 6.88247 2.97637 0.00 0.00 0.00
H -2.36433 6.43376 2.59964 0.01 -0.01 -0.01
H -1.71104 4.38045 1.38831 0.08 0.00 -0.03
N -10.90918 0.84200 4.12970 -0.01 0.01 0.00
C -10.91045 1.21025 5.40825 0.00 0.01 0.00
C -9.96069 2.05397 5.96664 0.01 0.00 0.00
C -8.95101 2.53987 5.15173 0.00 0.00 -0.01
C -8.93675 2.16248 3.81869 0.02 0.01 -0.01
C -9.93479 1.31644 3.35477 -0.05 -0.02 0.04
H -11.71355 0.81029 6.01757 0.00 0.01 0.01
H -10.01596 2.32047 7.01334 -0.01 0.00 0.00
H -8.19047 3.20019 5.54944 0.00 0.00 0.00
H -8.16834 2.51167 3.14096 0.00 -0.01 -0.01
H -9.94361 1.00390 2.31749 0.03 -0.03 0.01
N -9.87714 6.63780 -0.59770 0.04 -0.06 -0.02
C -9.74426 7.79472 0.04750 0.00 0.00 0.00
C -10.47025 8.93387 -0.26412 -0.01 0.00 0.00
C -11.38432 8.87094 -1.30360 0.00 -0.01 0.00
C -11.53333 7.67351 -1.98411 0.00 0.01 0.00
C -10.76002 6.59096 -1.59346 0.00 0.00 0.01
H -9.02089 7.80980 0.85540 0.00 0.01 0.00
H -10.32081 9.84569 0.29742 0.00 0.00 0.00
H -11.97029 9.73846 -1.57726 0.00 0.00 0.00
H -12.23436 7.57529 -2.80130 0.00 -0.01 0.00
H -10.85470 5.63804 -2.10334 0.00 0.00 -0.01
```
Forces are in eV/Å.

Frontier orbital gap, hartree: 0.2829
Total charge: +1